A single C5H12NO3P molecule at a distorted geometry. Source: the Open Molecules 2025 dataset; level of theory: ωB97M-V/def2-TZVPD.

Structure (XYZ):
```
22
Properties=species:S:1:pos:R:3:mulliken_charge:R:1
O -2.629 1.608 -0.278 -0.681
P -2.499 0.193 0.206 0.695
O -3.713 -0.594 -0.540 -0.487
C -0.556 -0.380 0.373 0.959
O -0.655 -1.380 1.350 -0.575
C 0.101 0.828 1.006 -0.703
C 1.626 0.703 0.945 -0.985
N 2.048 0.559 -0.506 -0.449
C 1.428 -0.542 -1.246 -0.654
C -0.078 -0.702 -0.961 -1.024
H -2.884 -0.009 1.480 0.002
H -4.006 0.158 -1.014 0.330
H -1.238 -2.023 1.145 0.386
H -0.200 0.934 2.123 0.342
H -0.200 1.635 0.332 0.406
H 2.141 1.567 1.308 0.399
H 2.078 -0.192 1.421 0.332
H 1.708 1.464 -0.831 0.293
H 1.808 -1.462 -0.783 0.367
H 1.540 -0.418 -2.364 0.338
H -0.653 -0.213 -1.737 0.431
H -0.173 -1.783 -1.168 0.279
```

Its energy above the lowest of the compared OMol25 structures with the same formula, charge and spin is 31.33 kcal per mole. Its SMILES is O=[P@@H](O)C1(O)CCNCC1. The LUMO energy comes out at 0.48 eV. The calculation puts the maximum force at 4.87 eV/A.



A molecular structure, C41H39N10O2PS at a distorted geometry. Source: the Open Molecules 2025 dataset; level of theory: ωB97M-V/def2-TZVPD.

Structure (XYZ):
```
94
Properties=species:S:1:pos:R:3:mulliken_charge:R:1
N -1.844 4.383 -5.359 -0.776
P -2.682 3.609 -6.441 0.876
O -3.705 2.449 -5.844 -0.480
O -3.633 4.738 -7.239 -0.544
C -1.575 2.841 -7.716 0.434
C -1.339 3.614 -8.992 -0.505
C -0.538 3.138 -10.089 -0.732
C 0.111 1.797 -9.941 0.744
N 0.885 1.173 -10.889 -0.666
S 1.311 -0.291 -10.226 0.165
N 0.538 -0.209 -8.744 -0.592
C -0.110 1.002 -8.661 0.314
C -0.971 1.531 -7.525 0.157
C -1.159 0.629 -6.302 0.689
C -1.220 1.124 -4.887 -0.423
C -1.418 0.099 -3.863 -0.093
N -1.524 -1.251 -3.966 -0.599
C -1.427 -1.745 -5.238 -0.304
C -1.269 -0.848 -6.379 -0.572
H -0.843 4.269 -5.572 0.284
H -4.529 2.926 -5.596 0.339
H -3.184 5.597 -7.097 0.376
H -1.824 4.614 -9.099 0.277
H -0.443 3.771 -11.001 0.352
H -1.119 2.212 -4.648 0.295
H -1.494 0.503 -2.813 0.356
H -1.495 -2.851 -5.406 0.323
H -1.199 -1.317 -7.397 0.282
N -0.749 1.931 -0.392 -0.492
C -0.206 3.056 0.091 -0.443
C 0.934 3.089 0.878 -0.223
C 1.549 1.887 1.189 -0.323
C 1.009 0.707 0.705 -0.051
C -0.133 0.781 -0.078 -0.462
H -0.724 3.971 -0.176 0.398
H 1.329 4.028 1.238 0.322
H 2.441 1.871 1.803 0.416
H 1.463 -0.251 0.929 0.287
H -0.591 -0.116 -0.484 0.624
N 2.317 -2.587 1.454 -0.385
C 2.029 -3.529 0.548 -0.242
C 2.818 -4.644 0.317 -0.409
C 3.975 -4.792 1.065 -0.263
C 4.298 -3.830 2.008 -0.443
C 3.438 -2.754 2.164 -0.274
H 1.115 -3.366 -0.014 0.393
H 2.535 -5.376 -0.428 0.386
H 4.621 -5.650 0.913 0.408
H 5.194 -3.913 2.610 0.425
H 3.645 -1.976 2.892 0.390
N 1.304 3.331 4.040 -0.196
C 0.917 2.259 4.740 -0.053
C 1.109 2.119 6.106 -0.666
C 1.741 3.146 6.788 -0.204
C 2.154 4.267 6.085 -0.594
C 1.911 4.310 4.721 -0.169
H 0.430 1.481 4.162 0.376
H 0.772 1.229 6.622 0.394
H 1.911 3.074 7.856 0.365
H 2.651 5.089 6.583 0.363
H 2.212 5.168 4.128 0.362
N 8.197 -2.202 -1.131 -0.554
C 7.108 -2.816 -0.655 -0.212
C 6.189 -3.482 -1.449 0.220
C 6.405 -3.513 -2.818 -0.500
C 7.525 -2.882 -3.336 -0.296
C 8.386 -2.247 -2.454 -0.285
H 6.980 -2.762 0.421 0.382
H 5.326 -3.964 -1.008 0.151
H 5.709 -4.022 -3.473 0.368
H 7.727 -2.884 -4.399 0.364
H 9.277 -1.742 -2.811 0.350
N -2.077 1.008 3.973 -0.361
C -2.407 0.366 2.846 -0.126
C -3.226 -0.752 2.806 -0.526
C -3.730 -1.238 4.003 -0.312
C -3.401 -0.592 5.184 -0.361
C -2.577 0.521 5.114 -0.499
H -1.986 0.781 1.936 0.392
H -3.462 -1.230 1.864 0.405
H -4.373 -2.111 4.014 0.401
H -3.775 -0.942 6.137 0.552
H -2.295 1.062 6.012 0.437
N -4.930 -1.290 8.434 -0.507
C -4.866 -2.230 9.383 -0.197
C -5.859 -3.172 9.604 -0.408
C -6.987 -3.136 8.800 -0.126
C -7.078 -2.169 7.811 -0.568
C -6.028 -1.276 7.669 -0.104
H -3.966 -2.216 9.988 0.364
H -5.752 -3.912 10.386 0.346
H -7.786 -3.854 8.942 0.365
H -7.943 -2.110 7.164 0.354
H -6.050 -0.504 6.907 0.497
```

The LUMO energy comes out at -1.40 eV. The calculation puts the maximum force at 3.35 eV/A.



2 unconnected molecules or ions with the total composition C29H31N4 at a distorted geometry. Source: the Open Molecules 2025 dataset; level of theory: ωB97M-V/def2-TZVPD.

Structure (XYZ):
```
64
Properties=species:S:1:pos:R:3:mulliken_charge:R:1
C -6.307 -0.471 2.739 -0.909
N -5.315 0.099 3.651 0.142
C -5.775 0.247 5.029 -0.969
C -3.935 -0.020 3.365 -0.050
C -3.316 0.860 2.438 -0.787
C -1.945 0.835 2.231 -0.472
C -1.125 -0.152 2.829 0.583
C 0.332 -0.142 2.739 0.541
C 1.188 -1.304 2.911 0.175
C 2.526 -0.858 3.200 -0.049
C 3.500 -1.759 3.624 -0.414
C 3.180 -3.123 3.651 -0.625
C 1.896 -3.569 3.299 -1.044
C 0.893 -2.667 2.935 -0.045
C 2.515 0.596 3.198 0.444
C 1.168 1.028 2.921 0.356
C 0.832 2.375 3.035 -0.297
C 1.834 3.284 3.372 -1.124
C 3.145 2.866 3.639 -0.802
C 3.486 1.511 3.593 -0.292
C -1.772 -1.099 3.660 -0.799
C -3.121 -1.009 3.965 -0.631
H -5.894 -0.505 1.723 0.318
H -6.590 -1.492 3.054 0.295
H -7.219 0.144 2.739 0.309
H -5.035 0.827 5.595 0.307
H -6.735 0.782 5.047 0.326
H -5.924 -0.733 5.513 0.340
H -3.944 1.607 1.942 0.441
H -1.488 1.606 1.605 0.558
H 4.478 -1.394 3.940 0.467
H 3.934 -3.849 3.953 0.435
H 1.671 -4.634 3.347 0.427
H -0.115 -3.007 2.722 0.763
H -0.198 2.690 2.920 0.600
H 1.590 4.340 3.456 0.437
H 3.905 3.603 3.895 0.540
H 4.486 1.165 3.854 0.438
H -1.164 -1.848 4.169 0.621
H -3.564 -1.704 4.685 0.389
C 4.854 3.241 0.607 -0.692
C 3.866 2.915 -0.308 -0.106
N 4.384 1.917 -1.103 0.258
C 3.657 1.185 -2.149 -1.308
C 2.963 -0.060 -1.587 0.424
C 2.223 -0.884 -2.663 -0.774
C 0.936 -1.400 -1.987 -0.738
C 0.755 -0.531 -0.723 0.146
N 1.948 0.260 -0.621 0.103
C 5.662 1.646 -0.656 -0.042
N 5.948 2.444 0.364 -0.690
H 4.815 3.975 1.399 0.482
H 2.877 3.331 -0.400 0.439
H 2.914 1.867 -2.578 0.394
H 4.382 0.880 -2.915 0.268
H 3.769 -0.697 -1.161 0.208
H 1.952 -0.241 -3.510 0.352
H 2.837 -1.701 -3.066 0.358
H 0.072 -1.346 -2.651 0.338
H 1.051 -2.455 -1.700 0.299
H -0.126 0.137 -0.803 0.173
H 0.559 -1.188 0.147 -0.147
H 2.175 0.711 0.266 -0.071
H 6.304 0.888 -1.104 0.383
```

The LUMO energy comes out at -5.83 eV. The calculation puts the maximum force at 1.87 eV/A. The charge is +1.



9 unconnected molecules or ions with the total composition C36H54O27 at a distorted geometry. Source: the Open Molecules 2025 dataset; level of theory: ωB97M-V/def2-TZVPD.

Structure (XYZ):
```
117
Properties=species:S:1:pos:R:3:mulliken_charge:R:1
C -1.414 8.489 14.243 -1.517
C -0.328 7.638 13.557 0.475
C -0.477 7.626 12.030 -0.482
O 0.887 7.618 11.604 -0.269
C 1.700 7.953 12.639 0.602
O 2.877 8.098 12.583 -0.441
O 0.976 8.216 13.733 -0.391
H -1.569 9.490 13.839 0.387
H -1.068 8.658 15.263 0.364
H -2.342 7.927 14.145 0.380
H -0.297 6.703 14.116 0.271
H -1.043 8.513 11.739 0.305
H -0.912 6.740 11.569 0.284
C 8.687 3.127 16.167 -0.799
C 7.402 2.406 16.652 0.354
C 6.133 2.642 15.763 0.112
O 5.827 1.266 15.467 -0.388
C 6.696 0.369 15.982 0.637
O 6.551 -0.815 15.948 -0.572
O 7.697 1.022 16.580 -0.400
H 9.423 2.638 16.804 0.439
H 8.699 4.209 16.283 -0.255
H 8.843 2.968 15.100 0.268
H 7.136 2.656 17.680 0.352
H 6.365 3.159 14.837 -0.076
H 5.468 3.164 16.447 0.311
C 11.806 6.158 11.757 -1.476
C 10.663 6.587 10.855 1.411
C 10.491 8.078 10.617 -0.468
O 10.360 8.265 9.206 -0.293
C 10.803 7.106 8.600 0.536
O 11.023 7.020 7.437 -0.588
O 10.953 6.146 9.503 -0.445
H 12.567 6.918 11.947 0.371
H 12.332 5.311 11.324 0.407
H 11.345 6.010 12.735 0.277
H 9.723 6.082 11.087 -0.466
H 11.388 8.646 10.878 0.424
H 9.627 8.430 11.182 0.248
C 6.965 5.833 9.577 -0.017
C 5.987 6.469 10.506 2.717
C 4.774 5.669 10.970 0.490
O 5.324 4.937 12.082 -0.507
C 6.343 5.675 12.590 0.414
O 6.823 5.495 13.680 -0.728
O 6.620 6.704 11.798 -0.038
H 7.680 6.571 9.217 -0.398
H 6.550 5.388 8.670 0.189
H 7.482 5.021 10.091 -0.296
H 5.678 7.443 10.128 -1.804
H 4.368 4.945 10.264 0.239
H 3.949 6.297 11.309 -0.503
C 5.512 0.772 11.982 -1.354
C 6.912 0.868 11.399 0.463
C 6.964 1.886 10.260 -0.372
O 7.995 2.844 10.604 -0.288
C 8.417 2.555 11.835 0.590
O 9.265 3.120 12.456 -0.524
O 7.816 1.461 12.342 -0.289
H 5.502 0.042 12.792 0.342
H 4.754 0.475 11.257 0.397
H 5.207 1.730 12.403 0.287
H 7.362 -0.077 11.099 0.298
H 6.005 2.397 10.145 0.084
H 7.134 1.510 9.252 0.349
C 9.763 11.051 7.427 -1.174
C 8.273 10.745 7.489 0.275
C 7.925 9.232 7.352 -0.402
O 7.212 8.888 8.544 0.078
C 7.525 9.810 9.480 0.600
O 7.297 9.692 10.642 -0.603
O 7.915 10.941 8.895 -0.475
H 10.343 10.284 7.945 0.185
H 9.988 11.935 8.021 0.331
H 10.125 11.028 6.399 0.391
H 7.615 11.416 6.944 0.409
H 8.815 8.602 7.350 0.018
H 7.409 8.962 6.432 0.432
C 2.936 8.211 8.639 -0.972
C 2.996 9.725 8.861 0.484
C 3.998 10.266 9.910 0.367
O 4.680 11.268 9.183 -0.371
C 4.402 11.214 7.864 0.646
O 4.864 11.936 7.040 -0.576
O 3.437 10.321 7.645 -0.419
H 3.895 7.721 8.462 0.153
H 2.401 8.001 7.712 0.435
H 2.377 7.845 9.503 0.135
H 1.960 10.038 9.026 0.229
H 4.674 9.478 10.247 -0.360
H 3.470 10.622 10.793 0.303
C 8.226 6.474 17.482 -1.290
C 8.233 6.755 15.996 1.398
C 7.697 8.147 15.592 -0.359
O 8.817 8.748 14.924 -0.354
C 9.893 7.929 14.941 0.650
O 10.963 8.147 14.470 -0.573
O 9.610 6.842 15.670 -0.375
H 8.412 5.404 17.643 0.203
H 7.320 6.570 18.087 0.364
H 9.015 6.965 18.051 0.394
H 7.686 6.033 15.389 -0.295
H 7.439 8.734 16.474 0.269
H 6.837 8.108 14.929 0.261
C 2.405 3.563 3.541 -1.517
C 3.107 3.019 4.764 0.530
C 4.661 3.124 4.762 -0.470
O 4.957 3.368 6.136 -0.266
C 3.810 3.575 6.802 0.604
O 3.773 3.778 7.980 -0.552
O 2.796 3.742 5.957 -0.341
H 2.466 2.867 2.706 0.393
H 2.704 4.567 3.244 0.366
H 1.336 3.604 3.768 0.363
H 2.754 1.991 4.868 0.226
H 5.065 3.868 4.075 0.316
H 5.050 2.216 4.295 0.309
```

Its energy above the lowest of the compared OMol25 structures with the same formula, charge and spin is 27.13 kcal per mole. Its SMILES is C[C@H]1COC(=O)O1.C[C@H]1COC(=O)O1.C[C@H]1COC(=O)O1.C[C@H]1COC(=O)O1.C[C@H]1COC(=O)O1.C[C@H]1COC(=O)O1.C[C@H]1COC(=O)O1.C[C@H]1COC(=O)O1.C[C@H]1COC(=O)O1. The LUMO energy comes out at 0.14 eV. The calculation puts the maximum force at 2.93 eV/A.